(1)
The following is a DFT calculation (the ωB97M-V functional and the def2-TZVPD basis) of C5H11N4 as an isolated structure.

Structure (XYZ):
```
20
Properties=species:S:1:pos:R:3:mulliken_charge:R:1
N 1.11897 0.45714 -1.34542 -0.16
N 0.46819 -0.02977 1.06610 -0.12
N 2.12067 0.76579 -0.73242 0.11
N 2.60050 0.34954 0.31378 -0.24
C 1.75252 0.08056 1.31204 -0.24
C 0.20768 -1.93551 -0.49855 -1.11
C -1.59165 1.42278 0.21520 -1.58
C -1.51791 -0.03944 -0.32720 -0.53
C -0.07218 -0.54397 -0.11755 0.69
H -1.66149 1.43455 1.22639 0.56
H 0.82735 1.06335 -2.07416 0.26
H 1.36606 -2.22074 -0.37168 0.34
H 2.01011 0.12561 2.29545 0.53
H -0.05977 0.55288 1.69609 0.20
H -0.06397 -2.11988 -1.55211 0.31
H -2.27758 -0.44935 0.36671 0.28
H -1.78244 -0.03581 -1.29012 0.53
H -0.05861 -2.63273 0.30892 0.38
H -2.55051 1.84233 -0.20547 0.38
H -0.83593 1.91266 -0.28600 0.41
```

net charge	+1
2S+1	3
HOMO-LUMO gap (spin up / spin down)	7.74 / 8.31	eV
⟨S²⟩	2.03
ΔE to the lowest compared entry with this formula, charge and spin	82.7	kcal per mole

(2)
The following is a DFT calculation (the ωB97M-V functional and the def2-TZVPD basis) of a 2-piece molecular cluster, C5H11N4O overall.

Structure (XYZ):
```
21
Properties=species:S:1:pos:R:3:mulliken_charge:R:1
O -0.97256 -0.91873 1.35600 -0.44
N -1.16984 1.45198 0.44545 -0.45
N 3.41333 -0.41424 -0.42976 -0.78
N 2.16543 -0.89970 -0.62888 0.35
N -1.01727 -1.97528 -0.72138 -0.35
C 3.30414 0.70258 0.11034 -0.20
C -0.94055 -0.89540 0.03173 0.37
C -1.64735 0.33384 -0.33658 -0.49
C 1.16905 -0.12374 -0.29970 0.10
C 1.85373 1.00137 0.45292 -0.35
H 1.53440 2.11958 0.27018 0.31
H 2.05905 -1.85470 -0.90315 0.26
H 1.72333 0.77896 1.51310 0.32
H -1.10883 -1.83450 -1.70377 0.23
H -1.22473 -2.90825 -0.44342 0.23
H 4.17860 1.27577 0.50335 0.38
H -2.81039 0.16203 -0.23617 0.23
H -0.75698 1.25054 1.37114 0.23
H -0.75843 -1.76378 1.75504 0.38
H -1.45499 0.62825 -1.37716 0.42
H -1.00150 2.28979 -0.09064 0.25
```

net charge	+1
HOMO-LUMO gap	9.00	eV
ΔE to the lowest compared entry with this formula, charge and spin	105.4	kcal per mole

(3)
The following is a DFT calculation (the ωB97M-V functional and the def2-TZVPD basis) of a 2-piece molecular cluster, C5H11N4O2P overall.

Structure (XYZ):
```
23
Properties=species:S:1:pos:R:3:mulliken_charge:R:1
P -0.10433 0.41393 -1.62970 0.80
O 0.53024 1.69255 -1.37593 -0.70
O -1.06093 1.40714 0.77241 -0.13
N -1.47086 0.09032 0.68732 -0.22
N -1.73490 0.47258 -2.18638 -0.56
N 0.82620 -0.26879 -2.85511 -0.52
N -0.11964 -0.79841 -0.44432 -0.14
C 1.10854 -0.99968 0.21707 -0.88
C -0.38671 1.94270 1.77284 -0.19
C -0.57949 -0.17807 2.86667 -0.12
C -1.30827 -0.67139 1.82977 -0.38
C -0.08524 1.23246 2.88666 -0.40
H 1.05100 -0.78736 1.25082 0.33
H -0.10839 2.93228 1.66251 0.52
H -2.44452 1.07725 -1.89665 0.24
H 0.27032 1.56809 3.90069 0.33
H -2.26336 -0.46076 -2.27990 0.26
H -0.35373 -0.83057 3.70505 0.36
H -1.57502 -1.68619 1.88206 0.33
H 0.64169 -1.22132 -3.28716 0.24
H 1.87306 -0.47445 -0.21439 0.41
H 1.39727 -2.14585 0.06136 0.21
H 1.01211 0.35866 -3.55984 0.24
```

HOMO-LUMO gap (spin up / spin down)	7.86 / 7.86	eV
ΔE to the lowest compared entry with this formula, charge and spin	26.2	kcal per mole

(4)
The following is a DFT calculation (the ωB97M-V functional and the def2-TZVPD basis) of a 2-piece molecular cluster, C5H11N5O overall.

Structure (XYZ):
```
22
Properties=species:S:1:pos:R:3:mulliken_charge:R:1
O 3.62345 0.29894 -0.35123 -0.55
N 0.67990 -1.52231 0.14263 -0.76
N -2.05466 1.48272 0.47195 -0.77
N -2.84852 -1.27621 -0.00013 -0.96
N -1.72755 -0.64317 -0.51714 0.18
N 1.87099 -1.21383 -0.43130 0.14
C -0.12583 1.12750 -0.93620 -1.12
C -1.39559 0.66971 -0.26087 0.59
C 1.58425 0.32100 1.11228 -0.72
C 0.51359 -0.60227 1.06243 -0.17
C 2.43468 -0.11756 0.12584 0.68
H 2.23755 -1.75640 -1.17303 0.21
H -1.12122 -1.21397 -1.11490 0.33
H 0.57120 1.50291 -0.19179 0.24
H -2.81541 -1.26446 1.02334 0.25
H 3.88270 1.07872 0.14815 0.34
H -0.38953 -0.61907 1.69327 0.51
H -3.69882 -0.78750 -0.30928 0.25
H -0.35019 1.97165 -1.58704 0.44
H 0.31694 0.34627 -1.52792 0.31
H -2.87958 1.02650 0.85151 0.25
H 1.69162 1.19083 1.76943 0.32
```

HOMO-LUMO gap	9.07	eV
SMILES	[H]/N=C(/C)NN.Oc1ccn[nH]1
ΔE to the lowest compared entry with this formula, charge and spin	31.8	kcal per mole

(5)
The following is a DFT calculation (the ωB97M-V functional and the def2-TZVPD basis) of a 2-piece molecular cluster, C5H11NO overall.

Structure (XYZ):
```
18
Properties=species:S:1:pos:R:3:mulliken_charge:R:1
O -1.75679 1.98134 -1.39812 -0.76
N 0.02802 -0.33978 2.19378 -0.59
C 0.64382 0.00475 -0.07226 -0.98
C 0.13272 0.60959 1.13791 0.85
C -0.10151 1.97025 1.27110 -1.24
C 0.20100 -1.26736 -0.39800 -0.08
C 0.58007 -2.04246 -1.53451 -1.12
H 1.67801 -2.33645 -1.54278 0.24
H 0.86675 0.77633 -0.83901 0.33
H -0.82640 2.00905 -1.15332 0.28
H 0.63356 -1.46149 -2.47700 0.21
H 0.54140 -0.03306 2.98839 0.20
H -0.46746 2.32920 2.24028 0.26
H -0.59690 -1.80228 0.23363 0.28
H 0.12469 -1.24837 1.75492 0.20
H 0.40208 2.69056 0.58318 0.28
H -0.19480 -2.86775 -1.71267 0.27
H -1.88827 1.02795 -1.27549 0.37
```

net charge	-1
2S+1	2
HOMO-LUMO gap (spin up / spin down)	4.45 / 7.02	eV
⟨S²⟩	0.76
ΔE to the lowest compared entry with this formula, charge and spin	43.0	kcal per mole

(6)
The following is a DFT calculation (the ωB97M-V functional and the def2-TZVPD basis) of the molecule C5H11NO.

Structure (XYZ):
```
18
Properties=species:S:1:pos:R:3:mulliken_charge:R:1
O 1.10266 1.77187 -1.90857 -0.58
N 0.80666 0.25174 -0.21387 0.16
C 1.53422 1.09847 -0.99229 0.11
C -1.39668 0.72513 0.78639 -1.42
C -0.64018 0.14637 -0.41335 0.41
C 1.42123 -0.41502 0.91206 -0.86
C -1.06135 -1.29356 -0.71169 -1.44
H -2.12633 -1.32181 -0.96325 0.41
H -1.16196 0.17203 1.70387 0.33
H -0.49887 -1.70853 -1.55471 0.35
H 2.60324 1.10736 -0.70319 0.24
H -0.91579 -1.94702 0.15642 0.33
H 1.18201 0.08207 1.86119 0.29
H 2.50834 -0.41367 0.79067 0.35
H -1.14042 1.77872 0.94107 0.34
H -2.47886 0.65912 0.63315 0.41
H 1.09237 -1.45805 0.97060 0.27
H -0.83030 0.76480 -1.29448 0.29
```

HOMO-LUMO gap	10.17	eV
SMILES	CC(C)N(C)C=O
ΔE to the lowest compared entry with this formula, charge and spin	10.3	kcal per mole

(7)
The following is a DFT calculation (the ωB97M-V functional and the def2-TZVPD basis) of a 2-piece molecular cluster, C5H11NO overall.

Structure (XYZ):
```
18
Properties=species:S:1:pos:R:3:mulliken_charge:R:1
O 0.11994 -4.00630 0.95199 -0.64
N -0.83335 1.20647 -2.02492 -0.60
C 1.49888 0.53942 -2.12480 -0.97
C -0.60590 1.14490 0.83027 -0.09
C 0.43661 0.97361 -1.43477 0.58
C -0.57176 0.73025 2.28048 -1.05
C 0.46074 0.99998 0.04601 -0.39
H -0.74990 1.25693 -3.03144 0.26
H -1.29946 1.29950 2.85880 0.35
H -1.48082 0.46868 -1.78745 0.23
H -0.67679 -0.35527 2.27321 0.19
H 2.22520 -0.12399 -1.66617 0.26
H -0.41859 -4.06153 1.74546 0.32
H 1.33324 0.42011 0.34087 0.22
H 1.37318 0.38645 -3.19032 0.29
H 0.37234 -3.07917 0.87416 0.32
H 0.36949 1.01879 2.75703 0.32
H -1.55305 1.18116 0.30159 0.39
```

HOMO-LUMO gap	8.91	eV
SMILES	C=C(N)/C=C/C.O
ΔE to the lowest compared entry with this formula, charge and spin	61.1	kcal per mole

(8)
The following is a DFT calculation (the ωB97M-V functional and the def2-TZVPD basis) of the molecule C5H11NO.

Structure (XYZ):
```
18
Properties=species:S:1:pos:R:3:mulliken_charge:R:1
O -1.62711 -0.66552 0.68383 -0.56
N 0.23394 0.48529 0.95222 -0.22
C 0.93173 -1.05829 -0.91071 -0.34
C -2.54922 1.25566 1.00498 -0.91
C 0.85134 -0.82220 0.60182 -0.66
C -1.17665 0.44595 0.92024 0.54
C 1.82298 -0.04746 -1.62306 -1.14
H 0.21672 -1.58920 1.04645 0.31
H 1.30273 -2.07709 -1.09345 0.30
H 0.88313 1.25338 1.08674 0.20
H 1.84872 -0.91034 1.05490 0.41
H 1.43496 0.96949 -1.49435 0.30
H -3.18802 0.70733 1.72566 0.25
H -3.06987 1.08730 0.04123 0.24
H -2.55112 2.30735 1.24165 0.35
H 2.84501 -0.07413 -1.22468 0.30
H -0.08546 -1.02041 -1.31530 0.28
H 1.87620 -0.24711 -2.69816 0.35
```

HOMO-LUMO gap	10.11	eV
SMILES	CCCNC(C)=O
ΔE to the lowest compared entry with this formula, charge and spin	37.6	kcal per mole

(9)
The following is a DFT calculation (the ωB97M-V functional and the def2-TZVPD basis) of a 2-piece molecular cluster, C5H11NO overall.

Structure (XYZ):
```
18
Properties=species:S:1:pos:R:3:mulliken_charge:R:1
O -0.54717 0.78150 -2.71599 -0.65
N 0.70087 1.61012 1.16030 -0.29
C -1.52455 -2.46395 -0.24107 -0.77
C -1.44899 -1.18414 0.18426 -0.25
C -0.17444 -0.47172 0.40049 -0.32
C -0.38072 0.73747 0.99873 -0.13
C 2.05760 1.32281 0.53787 -0.95
H -1.27249 0.89600 1.59089 0.32
H -2.36823 -2.95874 -0.70401 0.29
H 2.57343 0.53637 1.10141 0.35
H 0.79959 -0.73977 0.03200 0.39
H -0.57101 -2.99303 -0.19076 0.22
H -0.05151 0.03195 -3.07403 0.32
H 2.63314 2.24343 0.60710 0.30
H 0.92332 1.90293 2.09749 0.27
H -2.31719 -0.73215 0.66847 0.26
H 1.94014 1.08465 -0.51693 0.32
H -0.97179 0.39624 -1.93620 0.33
```

HOMO-LUMO gap	8.60	eV
SMILES	C=C/C=C/NC.O
ΔE to the lowest compared entry with this formula, charge and spin	67.0	kcal per mole

(10)
The following is a DFT calculation (the ωB97M-V functional and the def2-TZVPD basis) of a 2-piece molecular cluster, C5H11NO overall.

Structure (XYZ):
```
18
Properties=species:S:1:pos:R:3:mulliken_charge:R:1
O -0.80195 -0.62621 1.86187 -0.54
N -1.37835 0.25346 -0.34184 -0.45
C -2.74916 0.64074 -0.21221 -0.87
C 1.21607 -0.24912 -1.63384 -0.97
C -0.74492 -0.24346 0.61498 0.65
C 0.59055 -0.70474 0.80495 -0.27
C 1.70021 0.18162 1.27745 -1.11
H -2.82689 1.70491 -0.45127 0.29
H 2.70259 -0.18248 1.02232 0.32
H 0.91402 -0.62642 -2.60414 0.37
H 0.24878 -0.08632 -1.15451 0.30
H 1.69296 0.72971 -1.69166 0.28
H 1.58453 0.14709 2.35732 0.40
H 1.60064 1.21731 0.93556 0.30
H -3.15056 0.46223 0.78990 0.30
H 1.90940 -0.96989 -1.18231 0.23
H -3.33800 0.08795 -0.95082 0.29
H 0.83008 -1.73639 0.55826 0.47
```

HOMO-LUMO gap	10.54	eV
SMILES	C/N=C1\O[C@@H]1C.C
ΔE to the lowest compared entry with this formula, charge and spin	84.4	kcal per mole